A structure of composition C16H32AlBr14F2N2O2. Source: the OMol25 dataset; level of theory: ωB97M-V/def2-TZVPD.

Calculated values
HOMO energy, eV: -5.61
Electronic energy, Ha: -37367.334510
Gap between HOMO and LUMO, eV: 7.06

```
! wB97M-V def2-TZVPD RIJCOSX def2/J DEFGRID3
* xyz -1 1
N 2.87 0.36 -8.96
Al 4.09 -0.84 -8.03
N 5.29 0.31 -7.02
C 4.74 0.52 -5.67
O 4.57 -0.36 -4.80
F 4.40 1.88 -5.34
C 6.66 -0.18 -6.99
O 7.39 0.01 -7.99
F 7.26 -0.84 -5.85
H 3.49 0.84 -9.65
H 2.67 1.12 -8.27
H 3.24 -1.68 -6.99
H 4.80 -1.78 -9.09
Br 3.02 -3.76 -2.37
C 4.05 -2.11 -2.24
C 4.19 -1.66 -0.81
Br 2.54 -0.84 -0.17
H 3.56 -1.38 -2.88
H 5.03 -2.35 -2.66
H 4.94 -0.88 -0.72
H 4.42 -2.47 -0.12
Br 5.81 2.11 1.64
C 7.26 1.56 0.46
C 7.12 2.18 -0.91
Br 5.74 1.29 -1.96
H 7.25 0.47 0.44
H 8.17 1.90 0.95
H 8.04 2.06 -1.48
H 6.85 3.24 -0.87
Br -0.40 1.32 5.37
C 1.04 0.77 4.18
C 0.90 1.39 2.81
Br -0.48 0.49 1.77
H 1.04 -0.32 4.16
H 1.96 1.11 4.66
H 1.81 1.27 2.23
H 0.63 2.45 2.85
Br -2.30 -0.89 -0.88
C -3.93 -0.82 0.18
C -4.97 0.06 -0.47
Br -4.56 1.95 -0.22
H -3.65 -0.49 1.17
H -4.28 -1.85 0.23
H -5.95 -0.09 -0.01
H -5.06 -0.10 -1.55
Br -5.46 -0.79 3.36
C -4.42 0.86 3.45
C -4.25 1.31 4.88
Br -5.88 2.14 5.56
H -4.93 1.59 2.83
H -3.46 0.61 3.01
H -3.49 2.09 4.95
H -4.00 0.50 5.57
Br 0.49 -2.37 7.93
C -1.39 -1.87 7.93
C -2.24 -2.93 7.28
Br -2.10 -2.86 5.34
H -1.46 -0.90 7.44
H -1.65 -1.76 8.99
H -3.30 -2.76 7.49
H -1.98 -3.94 7.59
Br -9.34 -0.74 0.15
C -9.38 0.13 -1.59
C -8.47 1.33 -1.63
Br -9.25 2.85 -0.71
H -10.42 0.38 -1.80
H -9.05 -0.63 -2.30
H -8.32 1.66 -2.66
H -7.50 1.14 -1.17
*
```

A structure of composition C5H12LuO3. Source: the OMol25 dataset; level of theory: ωB97M-V/def2-TZVPD.

Calculated values
Relative energy (zero: lowest compared OMol25 entry of this formula, charge and spin), kJ/mol: 8.8
HOMO energy, eV: -13.30
Electronic energy, Ha: -1658.655541
Gap between HOMO and LUMO, eV: 8.66

```
! wB97M-V def2-TZVPD RIJCOSX def2/J DEFGRID3
* xyz 1 1
O -1.27 -1.93 0.82
C -0.19 -2.02 1.67
C 0.87 -0.94 1.49
O 1.58 -1.13 0.29
C 1.38 -0.51 -0.94
C 0.88 0.92 -0.97
O -0.52 1.00 -0.69
C -1.02 2.33 -0.71
H 0.31 -3.00 1.49
H -0.49 -2.00 2.73
H 1.61 -1.02 2.30
H 0.42 0.07 1.60
H 0.77 -1.18 -1.56
H 2.36 -0.50 -1.43
H 1.04 1.34 -1.98
H 1.42 1.53 -0.23
H -2.09 2.28 -0.48
H -0.50 2.94 0.04
H -0.88 2.76 -1.72
H -3.67 -0.30 -1.28
Lu -2.00 -0.64 -0.43
*
```

A structure of composition C41H27Br4ClN2O4PSn. Source: the OMol25 dataset; level of theory: ωB97M-V/def2-TZVPD.

Calculated values
Relative energy (zero: lowest compared OMol25 entry of this formula, charge and spin), kJ/mol: 37.3
HOMO energy (spin up / spin down), eV: -10.51 / -10.45
Electronic energy, Ha: -13300.732885
Gap between HOMO and LUMO (spin up / spin down), eV: 5.59 / 5.80

```
! wB97M-V def2-TZVPD RIJCOSX def2/J DEFGRID3
* xyz 1 1
Sn -1.94 0.12 0.69
C -1.31 3.91 0.71
O -0.68 2.82 1.37
C 0.36 3.09 2.19
C 0.85 4.38 2.41
C 1.92 4.58 3.26
C 2.52 3.50 3.91
C 2.04 2.23 3.71
C 0.96 2.01 2.85
N 0.45 0.72 2.58
N 0.96 -0.19 3.26
C 0.43 -1.42 3.37
C -1.01 -1.65 3.24
O -1.79 -0.72 2.93
C -1.49 -2.99 3.45
C -0.65 -3.99 3.76
C 0.77 -3.80 3.89
C 1.62 -4.86 4.19
C 2.98 -4.67 4.31
C 3.52 -3.39 4.14
C 2.70 -2.32 3.84
C 1.32 -2.51 3.71
H -1.69 4.64 1.43
H -0.62 4.40 0.01
H -2.14 3.48 0.16
H 0.40 5.22 1.91
H 2.29 5.58 3.42
H 3.36 3.66 4.57
H 2.49 1.38 4.20
H -2.56 -3.14 3.34
H -1.04 -5.00 3.90
H 1.20 -5.85 4.32
H 3.63 -5.50 4.54
H 4.59 -3.24 4.24
H 3.12 -1.33 3.72
Cl 0.95 -1.78 0.19
C 1.56 -1.53 -1.42
C 2.39 -2.51 -1.95
C 2.92 -2.33 -3.22
C 2.65 -1.17 -3.94
C 1.82 -0.21 -3.39
C 1.25 -0.37 -2.13
P 0.13 0.90 -1.45
C -1.19 1.00 -2.69
C -1.49 -0.08 -3.53
C -2.61 -0.04 -4.35
C -3.43 1.07 -4.36
C -3.15 2.14 -3.52
C -2.04 2.10 -2.69
C 1.12 2.41 -1.65
C 2.05 2.69 -0.65
C 2.88 3.80 -0.75
C 2.76 4.65 -1.84
C 1.84 4.38 -2.84
C 1.02 3.27 -2.75
H 2.60 -3.40 -1.38
H 3.57 -3.09 -3.63
H 3.08 -1.03 -4.92
H 1.60 0.69 -3.96
H -0.85 -0.95 -3.54
H -2.83 -0.88 -5.00
H -4.30 1.10 -5.00
H -3.79 3.01 -3.52
H -1.83 2.95 -2.04
H 2.14 2.03 0.20
H 3.60 4.01 0.03
H 3.40 5.53 -1.92
H 1.75 5.04 -3.69
H 0.30 3.06 -3.53
Br -4.14 -6.10 -2.03
C -4.01 -4.28 -1.63
C -4.93 -3.35 -2.23
Br -6.26 -3.99 -3.39
C -4.84 -2.01 -1.97
Br -6.02 -0.74 -2.68
C -3.82 -1.52 -1.10
O -3.63 -0.30 -0.85
C -2.92 -2.47 -0.46
O -2.05 -2.01 0.36
C -3.03 -3.85 -0.76
Br -1.80 -4.99 0.06
*
```